{
  "formula": "C41H114NO17Zn",
  "method": "ωB97M-V with the def2-TZVPD basis set",
  "charge": 1,
  "gap_ev": 4.79,
  "homo_ha": -0.383,
  "multiplicity": 1,
  "species": ["Zn", "C", "C", "C", "C", "C", "C", "N", "O", "C", "C", "C", "H", "H", "H", "H", "H", "H", "H", "H", "H", "H", "H", "H", "H", "H", "H", "H", "H", "H", "C", "C", "O", "H", "H", "H", "H", "H", "H", "C", "C", "O", "H", "H", "H", "H", "H", "H", "C", "C", "O", "H", "H", "H", "H", "H", "H", "C", "C", "O", "H", "H", "H", "H", "H", "H", "C", "C", "O", "H", "H", "H", "H", "H", "H", "C", "C", "O", "H", "H", "H", "H", "H", "H", "C", "C", "O", "H", "H", "H", "H", "H", "H", "C", "C", "O", "H", "H", "H", "H", "H", "H", "C", "C", "O", "H", "H", "H", "H", "H", "H", "C", "C", "O", "H", "H", "H", "H", "H", "H", "C", "C", "O", "H", "H", "H", "H", "H", "H", "C", "C", "O", "H", "H", "H", "H", "H", "H", "C", "C", "O", "H", "H", "H", "H", "H", "H", "C", "C", "O", "H", "H", "H", "H", "H", "H", "C", "C", "O", "H", "H", "H", "H", "H", "H", "C", "C", "O", "H", "H", "H", "H", "H", "H"],
  "xyz": [[-8.8118, -21.2310, 14.2277], [-8.9190, -17.0501, 12.7301], [-10.2851, -17.4998, 13.2754], [-11.3478, -16.5604, 12.6969], [-11.7401, -16.8672, 11.2561], [-12.1532, -18.3174, 11.2054], [-11.0659, -19.2845, 11.6731], [-10.6565, -18.8812, 12.9799], [-9.8900, -19.7441, 13.6158], [-9.9164, -19.3158, 10.6632], [-11.7024, -20.6441, 11.6169], [-10.2833, -17.3415, 14.7740], [-8.1407, -17.7043, 13.1121], [-8.7611, -16.0202, 13.0490], [-8.9498, -17.0652, 11.6392], [-11.0160, -15.5162, 12.6815], [-12.2133, -16.5776, 13.3671], [-10.9248, -16.6644, 10.5625], [-12.6379, -16.3006, 11.0007], [-12.5151, -18.6294, 10.2199], [-13.0199, -18.4338, 11.8713], [-8.9478, -19.5153, 11.1379], [-9.8325, -18.4481, 10.0202], [-10.0403, -20.1567, 9.9718], [-11.0078, -21.4217, 11.9719], [-11.9911, -20.9143, 10.6100], [-12.5479, -20.7562, 12.3089], [-9.4541, -17.8540, 15.2642], [-11.2156, -17.7598, 15.1702], [-10.2812, -16.3056, 15.1224], [-14.3946, -21.3151, 15.0051], [-13.1131, -20.5039, 15.1157], [-13.2623, -19.2839, 14.3878], [-14.4344, -21.7650, 14.0160], [-15.2173, -20.6166, 15.1610], [-14.4477, -22.0797, 15.7772], [-12.2664, -21.0709, 14.6976], [-12.8534, -20.2637, 16.1520], [-12.4015, -19.1502, 13.9220], [-16.2450, -15.3869, 12.9343], [-14.9732, -16.1083, 13.2894], [-15.2850, -17.1952, 14.2013], [-16.8998, -16.0100, 12.3175], [-16.1086, -14.4629, 12.3676], [-16.8189, -15.1743, 13.8394], [-14.1414, -15.4556, 13.6127], [-14.5455, -16.5208, 12.3429], [-14.5499, -17.8344, 14.1070], [-13.7216, -15.5512, 8.1624], [-14.4404, -14.4896, 8.9636], [-13.7760, -13.2412, 8.9050], [-12.6368, -15.5697, 8.3064], [-13.8812, -15.4231, 7.0904], [-14.0484, -16.5526, 8.4678], [-14.5484, -14.7939, 10.0062], [-15.4734, -14.4026, 8.6015], [-13.6992, -12.8749, 8.0208], [-12.9638, -15.7697, 16.7225], [-13.6014, -17.0352, 17.1868], [-13.9258, -16.9639, 18.5818], [-13.5823, -14.8953, 16.9114], [-12.7488, -15.8951, 15.6522], [-11.9776, -15.5302, 17.1385], [-12.9960, -17.9108, 16.9615], [-14.5539, -17.1441, 16.6625], [-14.7000, -16.3959, 18.6394], [-7.2782, -13.7919, 14.4339], [-6.5223, -12.6795, 15.1097], [-5.2282, -12.5170, 14.5819], [-6.9137, -14.7636, 14.7867], [-7.2088, -13.7057, 13.3524], [-8.3285, -13.7515, 14.7494], [-6.4097, -12.9000, 16.1796], [-7.0807, -11.7510, 15.0326], [-4.6836, -13.2553, 14.8660], [-8.4660, -15.0783, 17.7957], [-7.2888, -16.0419, 17.6101], [-7.3839, -17.1341, 18.5183], [-8.3387, -14.1866, 17.1718], [-8.6887, -14.8493, 18.8357], [-9.3935, -15.5282, 17.4080], [-6.3631, -15.4770, 17.7706], [-7.3005, -16.4462, 16.5991], [-7.5130, -16.8025, 19.4116], [-7.0224, -21.1270, 8.2023], [-5.8990, -21.6254, 9.0886], [-5.9331, -21.0644, 10.4431], [-8.0289, -21.4851, 8.4350], [-6.8000, -21.4443, 7.1743], [-7.0555, -20.0383, 8.1536], [-4.9433, -21.2873, 8.6718], [-5.7779, -22.7172, 9.0710], [-6.6505, -21.4813, 10.9328], [-10.4894, -19.2524, 17.4818], [-9.1459, -19.9049, 17.1448], [-9.3708, -21.0294, 16.2147], [-11.0940, -19.9116, 18.1123], [-11.0308, -19.0727, 16.5596], [-10.3193, -18.3070, 17.9964], [-8.6162, -20.1873, 18.0548], [-8.5565, -19.1239, 16.6670], [-9.7028, -21.7501, 16.7773], [-10.2200, -22.1331, 8.7780], [-10.6071, -23.3628, 7.9837], [-9.4889, -24.2516, 7.8126], [-11.0304, -21.4085, 8.8835], [-9.4409, -21.5460, 8.2797], [-9.8544, -22.4102, 9.7722], [-10.8823, -23.0668, 6.9718], [-11.4536, -23.8680, 8.4606], [-9.3939, -24.7621, 8.6259], [-12.3704, -19.2903, 6.7295], [-13.0114, -20.6660, 6.8861], [-14.3525, -20.5744, 6.4831], [-12.8881, -18.4808, 7.2667], [-12.3506, -18.9197, 5.7003], [-11.3325, -19.2711, 7.0998], [-12.9104, -20.9095, 7.9512], [-12.4932, -21.3626, 6.2329], [-14.8978, -20.3183, 7.2555], [-5.7798, -16.0893, 10.0756], [-6.0701, -17.5077, 10.4385], [-5.0703, -18.3711, 9.9009], [-4.9006, -15.6954, 10.5831], [-6.6380, -15.4714, 10.3568], [-5.6121, -15.9895, 9.0034], [-7.0585, -17.8434, 10.0665], [-6.1453, -17.7037, 11.5231], [-5.3040, -19.2397, 10.2571], [-9.2374, -13.2283, 10.8631], [-10.3944, -13.2936, 9.8898], [-11.5048, -12.7223, 10.5443], [-8.3482, -13.7402, 10.5009], [-9.5812, -13.6027, 11.8275], [-9.0380, -12.1582, 10.9618], [-10.6361, -14.3310, 9.5942], [-10.1493, -12.7874, 8.9439], [-12.2918, -12.9866, 10.0223], [-4.9304, -20.0409, 13.5524], [-6.3432, -19.4375, 13.6566], [-7.0945, -20.0722, 14.7553], [-4.3409, -19.7967, 14.4403], [-4.4385, -19.6551, 12.6555], [-4.9110, -21.1288, 13.4440], [-6.9222, -19.6361, 12.7539], [-6.2106, -18.3611, 13.7855], [-6.6806, -19.8286, 15.5992], [-15.6116, -19.3478, 11.2184], [-15.2568, -20.3848, 10.1246], [-15.9072, -19.9927, 8.8498], [-15.0997, -19.5789, 12.1645], [-16.6809, -19.4197, 11.4548], [-15.3739, -18.3362, 10.9029], [-15.6460, -21.3726, 10.3797], [-14.1782, -20.3342, 9.9833], [-16.8493, -20.0498, 9.0549], [-11.2156, -12.6543, 14.7772], [-10.4600, -11.4301, 14.3260], [-10.3249, -10.5691, 15.4985], [-11.2271, -13.4692, 14.0425], [-12.2674, -12.4420, 14.9568], [-10.7004, -13.0443, 15.6596], [-11.0303, -10.8913, 13.5654], [-9.4356, -11.6864, 14.0271], [-9.9303, -9.7397, 15.2067], [-10.9928, -15.7946, 6.6515], [-9.6011, -15.2562, 6.4043], [-8.7337, -16.3694, 6.1645], [-10.8585, -16.4816, 7.4853], [-11.3324, -16.3673, 5.7914], [-11.6898, -14.9995, 6.8962], [-9.2061, -14.6922, 7.2616], [-9.5429, -14.5731, 5.5448], [-7.8386, -16.0041, 6.1377]],
  "forces_ev_per_a": [[-0.514, 2.650, 0.192], [-0.520, -0.308, -0.257], [0.715, 1.326, -0.547], [-0.288, 0.538, -0.321], [-0.564, -0.623, 0.481], [-0.432, -0.084, -0.004], [-0.456, 0.461, -2.175], [-1.501, 0.775, -0.043], [1.818, -2.794, 2.273], [0.730, -0.757, -0.586], [0.049, -1.436, 1.759], [-0.488, -0.113, 0.981], [0.141, 0.104, -0.121], [0.209, -0.044, 0.079], [0.341, 0.005, 0.067], [0.335, -0.164, 0.489], [-0.178, -0.149, -0.250], [-0.074, 0.251, -0.074], [0.339, 0.426, -0.222], [0.248, 0.074, -0.092], [0.107, -0.061, -0.031], [-0.059, 0.247, 0.087], [0.077, 0.397, 0.162], [-0.047, 0.379, 0.251], [0.101, 0.102, -0.322], [-0.159, 0.143, -0.049], [-0.156, 0.309, -0.310], [0.038, 0.018, -0.200], [0.130, 0.060, -0.066], [0.177, 0.116, -0.421], [0.416, 0.548, 0.262], [0.011, -0.165, 0.044], [0.873, -0.176, -0.406], [-0.312, -0.051, -0.030], [-0.180, -0.184, -0.148], [0.025, -0.139, -0.056], [-0.058, 0.074, 0.065], [-0.212, -0.102, 0.037], [-0.449, 0.261, 0.151], [-0.676, 0.096, 0.135], [0.473, -0.895, -0.925], [0.962, 0.746, -0.890], [0.184, -0.171, 0.092], [0.296, 0.003, 0.216], [0.124, 0.192, -0.012], [-0.613, 0.000, 0.624], [-0.315, -0.108, 0.392], [-0.492, 0.110, 0.395], [0.199, -0.610, 0.240], [-0.443, -0.422, -0.617], [0.257, 0.361, 0.798], [-0.500, 0.307, 0.474], [-0.127, -0.108, 0.019], [-0.283, 0.106, -0.253], [0.389, 0.335, 0.128], [0.116, 0.130, -0.034], [-0.252, -0.285, -0.190], [1.133, 0.357, -0.880], [-1.152, 0.404, 0.538], [0.415, -0.420, 0.005], [-0.207, -0.013, -0.231], [-0.377, 0.399, -0.035], [-0.147, -0.352, 0.415], [0.076, -0.095, 0.367], [0.207, -0.232, -0.372], [0.040, -0.046, 0.162], [-0.519, -0.343, 0.476], [0.135, -0.376, 0.733], [0.301, 0.414, -0.441], [0.147, -0.017, -0.351], [-0.030, -0.093, -0.078], [0.001, 0.014, -0.229], [-0.359, 0.107, 0.048], [0.258, 0.268, -0.184], [0.016, -0.005, -0.002], [-0.617, -0.513, -1.072], [-0.596, 0.887, 0.824], [0.078, -0.509, -0.396], [0.150, 0.100, 0.478], [0.404, 0.304, 0.071], [0.204, -0.137, 0.117], [0.115, -0.247, -0.103], [0.106, -0.127, 0.000], [0.046, 0.137, -0.030], [0.149, -0.029, -0.506], [0.538, 0.465, -0.068], [-0.084, -0.601, -0.475], [1.167, -0.038, 0.241], [-0.113, -0.094, 0.169], [0.132, 0.094, 0.252], [-0.195, 0.259, 0.212], [-0.502, 0.131, 0.461], [-0.001, -0.011, -0.214], [0.255, -0.823, 0.047], [-0.844, 1.528, 0.137], [0.364, -0.646, 0.693], [0.022, 0.164, 0.051], [0.006, 0.055, 0.056], [-0.002, -0.031, 0.045], [0.051, -0.588, -0.263], [0.187, -0.501, -0.398], [0.044, 0.135, -0.477], [0.008, 0.369, -0.200], [0.418, 0.044, -0.221], [-0.390, 0.158, 0.395], [-0.260, -0.475, 0.001], [-0.712, -0.522, -0.014], [-0.045, 0.066, 0.008], [-0.184, -0.099, 0.061], [0.041, -0.066, -0.170], [0.044, 0.026, -0.184], [0.765, 0.813, 0.052], [0.019, 1.765, -0.008], [-0.669, -0.422, 0.419], [-0.178, -0.491, 0.198], [-0.002, -0.433, -0.065], [-0.114, -0.117, -0.132], [-0.096, -0.597, -0.146], [-0.024, -0.350, 0.189], [0.191, -0.154, -0.487], [-0.206, 0.489, 0.160], [-0.334, -1.261, 0.009], [-0.168, 0.158, 0.355], [0.056, -0.099, 0.057], [0.104, 0.070, -0.069], [-0.083, -0.087, -0.016], [0.163, 0.362, -0.181], [0.192, 0.583, -0.034], [0.226, -0.235, -0.326], [-0.369, 0.581, -0.379], [-0.019, -0.768, -0.211], [-0.537, -0.210, -0.430], [0.035, -0.047, 0.081], [0.219, -0.149, 0.046], [0.350, -0.121, 0.305], [0.154, 0.022, 0.177], [-0.014, 0.193, 0.175], [0.161, 0.468, 0.303], [-0.392, -0.091, -0.059], [1.308, -0.967, -0.101], [0.250, 0.414, -0.490], [0.010, 0.128, -0.143], [0.015, 0.187, 0.181], [-0.320, 0.063, 0.034], [-0.070, 0.132, 0.108], [-0.580, -0.096, 0.316], [-0.203, -0.298, -0.183], [-0.320, -1.099, 0.064], [-1.059, 1.589, -0.290], [0.687, -0.382, 1.383], [0.058, 0.108, -0.268], [0.117, 0.213, -0.127], [0.059, 0.061, -0.065], [0.524, -0.061, 0.115], [-0.113, -0.468, -0.363], [0.059, 0.097, -0.386], [0.184, -0.554, -0.167], [0.067, 0.620, 0.933], [-0.149, -0.373, -0.533], [0.256, 0.288, -0.188], [0.071, 0.156, 0.418], [-0.385, 0.012, 0.185], [0.369, -0.136, -0.254], [-0.315, -0.017, -0.500], [-0.069, -0.076, 0.050], [1.105, 0.096, -0.115], [0.502, 0.291, -0.382], [0.201, 0.228, 0.122], [-0.468, -0.100, 0.188], [-0.123, 0.051, -0.062], [0.232, -0.046, -0.206], [-0.351, -0.052, 0.083], [-0.273, -0.090, 0.047], [-0.161, -0.323, -0.096]]
}